No. 1
A 4-piece molecular cluster, C22H52ClN4O2 overall, computed with the ωB97M-V functional and the def2-TZVPD basis.

Computed properties:
Net charge = -1
LUMO level = 0.081 Eh
Gap between HOMO and LUMO = 6.52 eV
HOMO level = -4.32 eV

XYZ file:
```
81
C22H52ClN4O2 (the ωB97M-V functional and the def2-TZVPD basis)
C 5.07 -8.64 0.91
C 5.74 -7.21 1.38
C 5.73 -6.04 0.23
N 5.81 -6.53 -1.19
Cl 7.24 -5.77 -1.89
C 4.47 -5.02 0.47
O 3.30 -5.04 -0.17
O 4.64 -3.98 1.52
H 5.11 -9.38 1.84
H 5.68 -9.18 0.05
H 3.95 -8.47 0.63
H 5.19 -6.85 2.37
H 6.88 -7.45 1.67
H 6.72 -5.39 0.42
H 5.03 -6.13 -1.79
C -0.57 -1.16 5.66
C -0.20 -1.75 4.30
N 0.51 -0.82 3.42
C 0.62 -1.30 2.04
C 1.43 -2.56 1.79
C 1.73 -0.22 3.97
C 2.84 -1.16 4.41
H -1.16 -0.24 5.55
H -1.17 -1.88 6.23
H 0.31 -0.93 6.26
H -1.15 -2.03 3.82
H 0.36 -2.67 4.46
H 1.01 -0.49 1.40
H -0.40 -1.47 1.66
H 2.51 -2.37 1.85
H 1.23 -2.94 0.78
H 1.19 -3.36 2.49
H 1.45 0.41 4.82
H 2.14 0.49 3.24
H 2.47 -2.02 4.98
H 3.54 -0.62 5.06
H 3.42 -1.53 3.56
C 0.64 -1.95 -2.46
C 0.64 -0.48 -2.86
N -0.68 0.06 -3.19
C -0.63 1.38 -3.83
C -0.09 2.54 -3.01
C -1.72 -0.09 -2.17
C -1.45 0.52 -0.80
H 0.18 -2.57 -3.24
H 1.66 -2.30 -2.31
H 0.10 -2.11 -1.52
H 1.28 -0.39 -3.75
H 1.13 0.10 -2.07
H -1.63 1.65 -4.20
H -0.02 1.29 -4.74
H -0.81 2.88 -2.27
H 0.12 3.39 -3.66
H 0.85 2.29 -2.49
H -1.91 -1.17 -2.03
H -2.67 0.29 -2.55
H -0.43 0.34 -0.44
H -2.14 0.08 -0.06
H -1.64 1.60 -0.80
C -5.52 7.81 -1.31
C -5.48 6.30 -1.57
N -4.30 5.86 -2.32
C -4.40 4.48 -2.79
C -4.45 3.38 -1.73
C -2.99 6.24 -1.76
C -2.67 5.77 -0.35
H -5.46 8.37 -2.25
H -6.47 8.07 -0.82
H -4.71 8.14 -0.65
H -6.37 6.06 -2.15
H -5.57 5.78 -0.61
H -3.57 4.27 -3.47
H -5.30 4.40 -3.41
H -3.47 3.19 -1.29
H -4.77 2.44 -2.20
H -5.17 3.60 -0.94
H -2.91 7.33 -1.78
H -2.20 5.90 -2.43
H -3.51 5.89 0.34
H -1.84 6.35 0.05
H -2.36 4.72 -0.33
```

No. 2
C7H3NO4PtSbSe4 as an isolated structure, computed with the ωB97M-V functional and the def2-TZVPD basis.

Computed properties:
Net charge = -1
LUMO level = -0.007 Eh
Gap between HOMO and LUMO = 4.23 eV
HOMO level = -4.43 eV

XYZ file:
```
21
C7H3NO4PtSbSe4 (the ωB97M-V functional and the def2-TZVPD basis)
Pt -0.01 1.32 0.38
O -3.48 0.34 2.15
C -2.35 0.58 1.79
O -2.01 1.12 0.64
C -1.18 0.22 2.71
C -1.22 -0.27 4.00
C 0.00 -0.51 4.64
C 1.21 -0.26 4.00
C 1.18 0.23 2.71
N 0.00 0.44 2.15
C 2.34 0.60 1.79
O 3.47 0.37 2.15
O 2.00 1.13 0.64
H -2.17 -0.45 4.48
H 0.00 -0.88 5.65
H 2.17 -0.44 4.47
Se 0.00 3.51 1.64
Sb -0.04 4.61 -0.68
Se 2.01 5.77 -1.16
Se -1.98 5.90 -1.19
Se 0.00 2.35 -1.83
```

No. 3
C19H34BrInN3O5 as an isolated structure, computed with the ωB97M-V functional and the def2-TZVPD basis.

Computed properties:
Net charge = -1
Relative energy (zero: lowest compared OMol25 entry of this formula, charge and spin) = 5.76 kcal/mol
LUMO level = 0.063 Eh
Gap between HOMO and LUMO = 6.90 eV
HOMO level = -5.19 eV

XYZ file:
```
63
C19H34BrInN3O5 (the ωB97M-V functional and the def2-TZVPD basis)
C 3.11 -0.75 -3.08
C 2.06 -1.87 -3.15
Br 2.92 -3.61 -2.74
C 1.30 -1.94 -4.48
In -0.80 -2.51 -4.01
O -2.13 -2.19 -5.66
C -3.06 -1.32 -5.49
O -3.12 -0.28 -6.12
C -4.16 -1.60 -4.50
C -5.20 -0.67 -4.40
C -6.20 -0.84 -3.45
C -6.21 -1.94 -2.62
C -5.21 -2.89 -2.73
C -4.19 -2.71 -3.67
H 4.05 -1.16 -2.69
H 2.77 0.03 -2.40
H 3.26 -0.34 -4.07
H 1.36 -1.72 -2.33
H 1.74 -2.74 -5.07
H 1.38 -0.99 -4.99
H -1.34 -1.42 -2.70
H -0.96 -4.19 -3.46
H -5.21 0.21 -5.03
H -6.98 -0.10 -3.36
H -6.98 -2.09 -1.87
H -5.18 -3.76 -2.09
H -3.43 -3.47 -3.74
C 3.44 1.86 1.56
C 3.32 0.74 0.55
O 2.31 0.57 -0.11
N 4.39 -0.08 0.39
C 5.67 -0.03 1.07
H 2.51 2.41 1.57
H 3.62 1.45 2.56
H 4.25 2.53 1.29
H 4.25 -0.80 -0.31
H 6.47 0.11 0.35
H 5.84 -0.97 1.60
H 5.70 0.78 1.79
C -5.45 1.77 1.57
C -5.45 0.80 0.40
O -6.40 0.68 -0.35
N -4.33 0.06 0.19
C -3.09 0.06 0.95
H -6.41 2.28 1.59
H -5.32 1.23 2.51
H -4.66 2.51 1.45
H -4.40 -0.55 -0.61
H -2.26 0.33 0.30
H -2.90 -0.94 1.35
H -3.14 0.76 1.78
C 4.38 1.14 7.11
C 4.84 1.87 5.87
O 5.72 1.43 5.16
N 4.24 3.05 5.58
C 3.18 3.73 6.30
H 4.95 0.22 7.21
H 4.54 1.75 8.00
H 3.32 0.89 7.03
H 4.60 3.48 4.74
H 2.31 3.86 5.66
H 3.52 4.72 6.62
H 2.89 3.17 7.18
```

No. 4
One molecule with the formula C3HFO3, computed with the ωB97M-V functional and the def2-TZVPD basis.

Computed properties:
Net charge = 0
Relative energy (zero: lowest compared OMol25 entry of this formula, charge and spin) = 119.69 kcal/mol
LUMO level = -0.022 Eh
Gap between HOMO and LUMO = 8.78 eV
HOMO level = -9.38 eV

XYZ file:
```
8
C3HFO3 (the ωB97M-V functional and the def2-TZVPD basis)
C -0.04 0.04 -0.17
C 0.30 2.62 -1.61
C 0.70 2.09 0.76
O 0.76 2.68 1.75
O 0.31 0.75 0.86
O 0.99 2.57 -0.44
F 1.20 2.87 -2.50
H -0.53 -0.85 0.08
```

No. 5
One molecule with the formula CH4IN3, computed with the ωB97M-V functional and the def2-TZVPD basis.

Computed properties:
Net charge = 0
Relative energy (zero: lowest compared OMol25 entry of this formula, charge and spin) = 79.38 kcal/mol
LUMO level (spin up / spin down) = -0.030 / -0.030 Eh
Gap between HOMO and LUMO (spin up / spin down) = 7.34 / 7.34 eV
HOMO level (spin up / spin down) = -8.15 / -8.15 eV

XYZ file:
```
9
CH4IN3 (the ωB97M-V functional and the def2-TZVPD basis)
C 1.21 0.77 0.10
N -1.08 1.03 -0.12
N 0.04 1.20 0.39
N -0.04 -1.95 -0.04
I -1.23 -0.95 -1.23
H 1.45 0.12 -0.66
H 2.02 1.39 0.57
H -1.91 1.23 0.58
H -0.47 -2.85 0.42
```

No. 6
C7H16NO3PS2Ti as an isolated structure, computed with the ωB97M-V functional and the def2-TZVPD basis.

Computed properties:
Net charge = 0
LUMO level = 0.011 Eh
Gap between HOMO and LUMO = 8.48 eV
HOMO level = -8.18 eV

XYZ file:
```
31
C7H16NO3PS2Ti (the ωB97M-V functional and the def2-TZVPD basis)
Ti 1.56 0.47 -0.68
N 4.29 -2.13 -2.42
C 3.27 -1.31 -2.15
O 3.32 -0.56 -1.16
C 2.05 -1.31 -3.02
C 0.86 -0.92 -2.15
H 5.12 -2.08 -1.85
H 4.27 -2.74 -3.22
H 1.96 -2.26 -3.55
H 2.24 -0.53 -3.78
H 0.50 -1.79 -1.59
H 0.04 -0.53 -2.75
C -3.01 0.62 3.38
C -1.56 0.48 3.80
O -0.76 0.00 2.71
P 0.24 1.04 1.96
S 1.79 2.30 -1.60
S 1.98 -0.03 1.69
O -0.26 0.78 0.34
C -1.40 1.51 -0.17
C -2.55 0.56 -0.41
H -3.62 0.95 4.22
H -3.40 -0.33 3.02
H -3.11 1.36 2.58
H -1.46 -0.24 4.60
H -1.17 1.44 4.15
H -1.07 1.99 -1.09
H -1.65 2.29 0.55
H -2.27 -0.20 -1.14
H -3.41 1.10 -0.79
H -2.83 0.06 0.52
```